[1]
# C11H33BeO11

A molecular structure, C11H33BeO11 in a non-equilibrium geometry (ωB97M-V with the def2-TZVPD basis set, OMol25).

```
56
Properties=species:S:1:pos:R:3:forces:R:3
Be -0.989 -1.927 -0.395 0.842 1.225 0.799
C -1.004 1.914 -0.628 0.997 0.024 0.215
O -0.549 0.635 -0.218 -0.879 0.895 -0.470
H -0.775 2.222 -1.648 -0.230 -0.767 -0.342
H -2.068 2.015 -0.415 -0.567 -0.525 -0.067
H -0.619 2.724 -0.009 0.446 -0.182 0.621
C -1.806 -0.844 -3.346 -1.375 1.708 0.402
C -3.144 -1.168 -2.662 -1.169 1.489 -1.110
O -3.269 -0.916 -1.238 2.789 -1.449 -0.070
O -0.762 -1.683 -2.936 0.292 -0.412 1.792
H -1.498 0.192 -3.204 0.190 -0.007 0.829
H -1.958 -0.773 -4.423 -0.086 -1.008 -0.195
H -3.465 -2.156 -2.995 -0.014 -0.361 0.719
H -3.880 -0.478 -3.074 0.087 -0.079 -0.584
H -4.100 -0.510 -0.979 -0.156 -0.053 -0.128
H -0.810 -2.507 -3.426 0.108 -0.451 -0.123
C 3.883 1.999 -1.843 -0.627 0.965 -1.709
C 2.372 2.062 -2.272 1.397 0.282 2.125
O 1.732 0.801 -2.190 -0.126 -0.967 -0.805
O 4.627 1.308 -2.868 -0.602 0.260 1.154
H 4.114 1.751 -0.807 -0.489 -1.208 0.044
H 4.167 3.050 -1.783 0.152 0.415 -0.608
H 2.242 2.553 -3.236 0.187 -0.553 -0.212
H 1.947 2.745 -1.536 -0.304 0.180 0.138
H 1.074 0.686 -1.501 0.179 0.574 0.031
H 5.539 1.597 -2.799 0.183 -0.057 -0.103
C 2.026 1.814 2.729 -1.082 -1.551 1.132
C 0.572 1.585 3.317 1.959 0.220 0.545
O -0.108 0.488 2.686 0.551 -0.103 -0.255
O 2.056 2.134 1.381 -0.198 0.958 -1.020
H 2.542 0.861 2.842 -0.036 -0.548 0.226
H 2.666 2.455 3.336 -0.565 0.690 -0.260
H -0.081 2.458 3.318 0.201 0.090 0.012
H 0.792 1.237 4.326 -0.480 0.270 0.173
H -0.219 0.733 1.765 -0.328 -0.032 -0.369
H 1.512 1.491 0.920 0.169 -0.106 -0.174
C -3.587 0.029 2.517 0.010 -1.723 -0.856
C -3.559 -1.524 2.159 -0.861 1.198 1.011
O -2.239 -2.024 1.832 -0.066 0.403 -1.378
O -2.782 0.481 3.552 -0.427 -0.677 0.232
H -4.639 0.234 2.715 0.084 0.305 0.032
H -3.250 0.521 1.604 -0.344 0.318 -0.536
H -4.309 -1.709 1.390 0.533 0.117 -0.688
H -3.977 -2.138 2.956 0.428 0.110 0.466
H -1.942 -2.472 2.627 0.560 -0.254 -0.065
H -1.889 0.292 3.253 0.663 0.219 0.346
C 2.297 -2.852 -0.305 0.054 0.438 0.828
C 2.023 -1.674 0.630 0.364 0.239 0.273
O 0.760 -1.760 1.357 -0.449 -1.601 -2.768
O 1.315 -2.997 -1.319 -1.348 0.431 0.481
H 2.337 -3.792 0.245 0.185 0.065 0.116
H 3.254 -2.623 -0.774 0.127 -0.185 0.162
H 2.081 -0.723 0.102 -0.260 0.015 -0.395
H 2.855 -1.618 1.332 -0.098 -0.307 0.279
H 0.725 -1.157 2.103 -0.311 0.882 0.455
H 1.770 -3.040 -2.164 -0.260 0.185 -0.350
```
Positions in Å, forces in eV/Å.

- Net charge: +2
- M: 350.39 g/mol
- E_HOMO (spin up / spin down): -14.6785 / -14.6770 eV
- Spin multiplicity: 2
- LUMO (spin up / spin down): -9.75 / -10.18 eV
- Expectation value of S²: 0.75
- E_tot: -1280.42920 a.u.
- Strongest force on any atom: 0.0628 hartree/bohr

Atomic partial charges in e from the natural (NBO) method, atoms 1 to 5: number 1, Be, carries 1.636; number 2, C, carries -0.358; number 3, O, carries -0.386; number 4, H, carries 0.228; number 5, H, carries 0.283

[2]
# C11H33O11Y

A molecular structure, C11H33O11Y in a non-equilibrium geometry (ωB97M-V with the def2-TZVPD basis set, OMol25).

```
56
Properties=species:S:1:pos:R:3:forces:R:3
Y -2.508 1.756 2.742 3.177 -0.236 -5.234
C -0.278 -0.101 0.591 -1.006 -0.806 0.485
O -0.834 1.016 1.215 -3.899 3.180 3.977
H 0.379 -0.540 1.342 0.536 -0.334 -0.753
H -1.135 -0.759 0.446 0.397 -0.651 -0.473
H 0.132 0.191 -0.376 0.432 -0.197 0.194
C -0.268 -5.438 1.093 0.420 1.022 -0.758
C -1.078 -4.202 1.535 -0.593 -1.532 1.008
O -1.027 -4.080 2.972 0.370 0.984 -0.384
O -0.823 -6.668 1.489 -0.296 0.353 0.079
H 0.774 -5.312 1.385 0.025 -0.065 0.664
H -0.155 -5.399 0.010 -0.521 -0.249 -0.333
H -2.137 -4.310 1.296 -0.082 -0.324 -0.476
H -0.775 -3.282 1.035 0.566 0.027 0.321
H -1.591 -4.751 3.363 -0.002 -0.213 -0.168
H -0.295 -7.083 2.174 0.102 0.092 0.005
C -0.217 -0.307 -4.703 0.177 2.905 -0.581
C -0.931 0.833 -3.838 -1.023 -2.054 -1.570
O -1.047 2.052 -4.539 0.646 0.387 0.246
O -0.770 -0.345 -6.063 0.079 -1.018 2.116
H -0.185 -1.248 -4.153 -0.634 -0.220 -0.621
H 0.815 0.041 -4.757 0.295 -0.210 -0.238
H -0.473 0.943 -2.855 0.227 0.234 -0.080
H -1.954 0.467 -3.745 -0.182 -0.240 0.669
H -1.904 2.063 -4.971 0.085 0.009 -0.109
H -0.681 0.519 -6.472 0.314 0.212 0.217
C -2.554 3.407 -0.146 -0.194 -2.036 -1.035
C -3.953 2.672 -0.097 0.989 2.638 -1.674
O -4.137 1.829 1.001 1.120 -1.137 3.502
O -2.262 3.929 1.160 -1.060 -1.245 0.856
H -2.543 4.146 -0.947 -0.573 0.467 0.403
H -1.736 2.756 -0.456 -0.041 -0.380 0.323
H -4.232 2.002 -0.909 0.584 0.911 -0.830
H -4.633 3.513 0.040 -0.472 -0.199 -0.366
H -5.069 1.599 0.972 -0.413 -0.426 0.404
H -1.534 4.550 1.077 0.637 0.217 0.143
C 2.609 4.189 -0.750 1.115 -1.123 0.524
C 1.963 2.897 -0.232 0.415 0.785 -0.031
O 0.865 3.259 0.617 -0.359 -0.051 -0.119
O 3.921 3.842 -1.282 -1.549 0.468 -0.268
H 2.722 4.901 0.067 -0.133 0.047 0.054
H 1.923 4.607 -1.487 0.601 0.166 -0.393
H 2.681 2.307 0.339 0.151 0.026 -0.019
H 1.631 2.317 -1.092 -0.105 -0.168 -0.035
H 0.479 2.418 0.876 -0.329 -0.101 0.204
H 4.573 3.920 -0.582 -0.033 0.096 0.094
C 2.147 -2.292 2.780 -1.053 1.053 1.351
C 3.160 -1.535 2.019 1.753 -0.813 -0.464
O 3.937 -2.479 1.281 -0.107 0.705 -0.601
O 2.620 -2.973 3.952 -0.373 -0.231 -1.254
H 1.600 -2.949 2.105 0.358 -0.569 0.291
H 1.406 -1.532 3.029 -0.564 0.111 0.701
H 3.851 -0.950 2.626 -0.080 0.020 0.602
H 2.706 -0.782 1.375 -0.150 -0.362 -0.570
H 3.976 -3.280 1.808 0.197 -0.124 0.123
H 2.850 -2.347 4.643 0.058 0.200 -0.122
```
Positions in Å, forces in eV/Å.

- Net charge: +2
- M: 430.28 g/mol
- E_HOMO: -13.8308 eV
- LUMO: -10.16 eV
- E_tot: -1304.07809 a.u.
- Strongest force on any atom: 0.1247 hartree/bohr

Atomic partial charges in e from the Mulliken method, atoms 1 to 5: number 1, Y, carries 1.783; number 2, C, carries -0.066; number 3, O, carries -0.354; number 4, H, carries -0.189; number 5, H, carries 0.282

[3]
# C11H34NaO6

A molecular structure, C11H34NaO6 in a non-equilibrium geometry (ωB97M-V with the def2-TZVPD basis set, OMol25).

```
52
Properties=species:S:1:pos:R:3:forces:R:3
Na -0.061 0.544 -0.021 -0.077 0.034 -0.072
C 2.256 3.505 -0.850 0.061 0.226 1.533
C 0.858 3.484 -1.468 2.126 1.323 -0.658
O 0.600 2.204 -1.914 -1.141 -2.146 -0.287
H 2.617 4.524 -0.708 0.053 0.036 -0.181
H 3.015 2.913 -1.362 -0.315 0.249 -0.748
H 2.298 3.058 0.143 -0.402 -0.019 0.296
H 0.989 4.119 -2.344 -0.632 0.408 -0.015
H 0.037 3.865 -0.859 0.236 -0.075 0.209
H 0.818 2.148 -2.847 -0.059 -0.147 0.064
C -4.141 2.547 1.726 1.373 -0.278 0.700
C -2.630 2.186 1.793 -1.632 -0.827 2.481
O -2.067 2.032 0.543 0.791 0.153 -0.940
H -4.671 1.845 1.082 0.121 0.302 -0.304
H -4.242 3.598 1.454 -0.459 -0.126 -0.145
H -4.531 2.364 2.727 -0.187 0.420 0.054
H -2.563 1.282 2.398 0.050 -0.736 -0.678
H -2.040 2.817 2.457 -0.092 0.959 -0.319
H -2.242 2.904 0.181 0.299 -0.014 -0.904
C -2.601 -1.826 1.849 0.306 -0.933 -0.645
C -2.030 -2.476 0.569 -0.333 -0.050 1.482
O -1.516 -1.462 -0.252 0.207 0.890 0.076
H -3.123 -2.623 2.379 -0.003 0.139 0.283
H -3.317 -1.031 1.641 0.152 0.014 -0.122
H -1.772 -1.477 2.465 -0.145 0.220 0.112
H -2.784 -3.132 0.133 -0.259 0.479 -0.639
H -1.246 -3.176 0.856 0.339 -0.016 0.152
H -1.261 -1.823 -1.105 -0.107 -0.512 -0.524
C 1.318 -2.178 -3.787 -0.399 0.232 0.005
C -0.012 -1.513 -3.320 1.046 -0.612 -1.810
O -0.882 -2.441 -2.684 0.418 0.422 0.544
H 1.093 -3.092 -4.338 -0.134 -0.094 0.006
H 2.045 -2.450 -3.021 -0.297 0.151 0.293
H 1.838 -1.543 -4.504 -0.064 0.215 0.045
H -0.523 -1.207 -4.233 0.032 0.295 -0.150
H 0.174 -0.585 -2.779 -0.249 -0.400 0.710
H -1.044 -3.130 -3.332 -0.182 -0.189 0.125
C 3.227 -2.488 1.019 -0.072 -0.436 -0.215
C 2.060 -2.088 0.100 0.572 -1.013 1.054
O 2.113 -0.725 -0.266 -0.143 0.140 -0.278
H 3.114 -3.525 1.335 -0.359 -0.018 0.191
H 3.298 -1.861 1.908 -0.078 0.052 -0.068
H 4.201 -2.532 0.531 0.028 0.512 -0.297
H 1.142 -2.270 0.658 -0.197 0.245 -0.157
H 2.046 -2.740 -0.773 -0.061 0.019 -0.151
H 3.015 -0.603 -0.571 0.061 0.467 -0.180
C 1.056 0.462 3.119 -1.596 -1.492 2.746
O 1.185 1.063 1.931 1.293 1.983 -3.085
H 0.724 -0.562 2.943 0.307 -0.322 0.382
H 1.967 0.520 3.714 -0.121 -0.346 0.153
H 0.233 0.961 3.631 0.014 -0.140 0.762
H 1.964 1.611 2.051 -0.090 0.358 -0.892
```
Positions in Å, forces in eV/Å.

- Net charge: +1
- M: 285.38 g/mol
- E_HOMO: -13.0273 eV
- LUMO: -2.27 eV
- E_tot: -1053.02529 a.u.
- Strongest force on any atom: 0.0756 hartree/bohr

Atomic partial charges in e from the natural (NBO) method, atoms 1 to 5: number 1, Na, carries 0.925; number 2, C, carries -0.634; number 3, C, carries -0.068; number 4, O, carries -0.759; number 5, H, carries 0.226

[4]
# C11H34O11

6 unconnected molecules or ions with the total composition C11H34O11 in a non-equilibrium geometry (ωB97M-V with the def2-TZVPD basis set, OMol25).

```
56
Properties=species:S:1:pos:R:3:forces:R:3
C -0.323 -15.734 4.185 -1.556 -0.740 0.629
O 0.596 -16.220 5.157 -0.249 0.159 -0.177
H -1.295 -16.307 4.261 0.717 0.459 -0.044
H -0.578 -14.695 4.379 0.222 0.239 -0.316
H 0.030 -15.911 3.177 0.435 0.210 -0.070
H 0.223 -15.935 6.019 0.305 -0.248 -0.108
C 1.269 -18.928 7.646 0.212 -0.573 0.413
C 2.701 -19.513 7.716 -1.053 0.837 0.194
O 3.440 -18.648 8.598 0.478 -0.298 -0.647
O 0.495 -19.100 8.827 0.322 -0.052 0.679
H 0.661 -19.438 6.898 0.323 0.373 -0.413
H 1.366 -17.849 7.523 0.072 0.012 -0.829
H 3.129 -19.530 6.705 -0.069 0.058 0.201
H 2.699 -20.520 8.126 -0.113 -0.216 0.010
H 4.290 -18.512 8.159 -0.129 0.144 0.451
H 0.902 -18.565 9.522 -0.066 -0.218 -0.089
C -1.235 -13.869 9.261 -0.728 -0.351 1.374
C -0.522 -13.994 7.965 1.038 0.927 -0.396
O -0.526 -15.327 7.532 -0.286 -0.670 0.089
O -0.635 -14.827 10.130 0.668 -0.416 0.261
H -2.272 -14.183 9.202 -0.460 0.364 -0.441
H -1.164 -12.896 9.745 -0.009 0.321 -0.516
H 0.524 -13.677 8.149 -0.339 0.095 -0.331
H -0.972 -13.406 7.164 0.058 0.229 0.200
H -0.498 -15.833 8.353 0.147 -0.534 -0.099
H -0.776 -14.604 11.055 -0.081 0.002 -0.189
C 2.609 -13.591 4.371 -0.241 0.834 -0.512
C 3.548 -12.596 5.056 -0.007 -0.800 -0.437
O 2.929 -12.076 6.216 0.708 -0.178 0.287
O 1.414 -12.874 4.029 -0.526 0.326 0.547
H 2.292 -14.373 5.070 0.462 -0.124 -0.316
H 3.000 -13.948 3.405 0.402 -0.408 0.728
H 3.877 -11.818 4.370 -0.368 0.337 -0.223
H 4.485 -13.114 5.288 -0.247 -0.004 0.652
H 2.125 -11.619 5.966 -0.168 0.019 -0.333
H 1.289 -12.889 3.087 -0.020 0.023 -0.377
C -0.972 -20.251 2.566 -0.257 0.701 -1.326
C -1.059 -19.028 3.442 -0.865 0.558 0.321
O 0.136 -18.854 4.165 0.424 0.222 0.232
O -0.057 -20.041 1.453 0.002 -0.155 1.245
H -1.963 -20.441 2.130 0.241 0.255 -0.119
H -0.754 -21.140 3.111 0.623 -0.671 0.615
H -1.966 -19.107 4.124 0.907 0.064 -0.630
H -1.208 -18.176 2.745 -0.093 -0.229 0.305
H 0.265 -17.943 4.528 -0.263 -0.760 -0.230
H 0.813 -19.858 1.860 -0.589 -0.109 -0.276
C -5.580 -15.313 3.018 -0.143 -0.216 -0.690
C -4.208 -15.899 3.296 -0.675 -0.510 -0.731
O -4.169 -17.185 2.670 0.312 0.346 0.158
O -5.854 -15.153 1.639 -0.197 -0.102 -0.484
H -5.652 -14.342 3.487 -0.120 0.294 0.615
H -6.388 -15.988 3.378 0.706 0.457 -0.035
H -4.161 -16.008 4.368 0.473 0.044 0.615
H -3.398 -15.249 2.917 -0.313 -0.122 0.205
H -3.247 -17.418 2.523 -0.041 -0.114 0.027
H -5.210 -14.587 1.197 0.016 -0.087 0.331
```
Positions in Å, forces in eV/Å.

- M: 342.38 g/mol
- Energy above the lowest of the compared OMol25 structures with the same formula, charge and spin: 0.445 eV
- E_HOMO: -9.8897 eV
- LUMO: 0.32 eV
- Structure (SMILES): OCCO.OCCO.OCCO.OCCO.OCCO.CO
- E_tot: -1267.02152 a.u.
- Strongest force on any atom: 0.0357 hartree/bohr

Atomic partial charges in e from the natural (NBO) method, atoms 1 to 5: number 1, C, carries -0.270; number 2, O, carries -0.769; number 3, H, carries 0.154; number 4, H, carries 0.188; number 5, H, carries 0.185

Q: Look up the strongest force on any atom of the third one.
A: 0.0756 hartree/bohr

Q: What is the strongest force on any atom in the third record?
A: 0.0756 hartree/bohr

Q: The highest strongest force on any atom belongs to which entry?
A: C11H33O11Y

Q: Look up the E_tot of the fourth one.
A: -1267.02152 a.u.